# 1
Molecular formula: C47H57BBaF2N8O3S3
Method: DFT, the ωB97M-V functional and the def2-TZVPD basis

HOMO = -4.97 eV
HOMO-LUMO gap = 0.176 Eh

Positions of all 122 atoms, in Å:
Ba1 -0.320 -0.233 -0.330
N1 -2.184 0.489 4.003
C1 -1.269 0.533 2.999
O1 -0.939 -0.519 2.449
C2 -0.726 1.886 2.615
C3 -1.106 2.189 1.168
H1 -2.665 -0.376 4.174
H2 -2.539 1.351 4.375
H3 0.362 1.786 2.711
H4 -1.019 2.597 3.416
H5 -0.569 3.094 0.856
H6 -2.176 2.450 1.154
N2 1.085 -2.361 -0.039
S1 1.680 -3.534 -0.618
N3 0.655 -4.892 -0.633
S2 -0.343 -5.291 -1.723
N4 -1.347 -4.424 -2.504
S3 -2.145 -3.072 -1.879
N5 -1.417 -1.842 -1.936
C4 -3.650 -3.195 -2.826
C5 -3.661 -3.737 -4.102
C6 -4.810 -3.615 -4.870
C7 -5.919 -2.949 -4.370
C8 -5.884 -2.390 -3.101
C9 -4.742 -2.500 -2.324
C10 -2.665 -3.645 -0.253
C11 -2.015 -3.174 0.876
C12 -2.401 -3.670 2.122
C13 -3.402 -4.621 2.237
C14 -4.035 -5.086 1.092
C15 -3.664 -4.597 -0.148
C16 0.529 -6.138 -3.045
C17 0.336 -5.810 -4.370
C18 1.068 -6.495 -5.333
C19 1.952 -7.492 -4.958
C20 2.132 -7.811 -3.615
C21 1.422 -7.126 -2.644
C22 -1.270 -6.594 -0.900
C23 -2.262 -7.211 -1.654
C24 -3.023 -8.204 -1.062
C25 -2.792 -8.555 0.266
C26 -1.804 -7.921 1.000
C27 -1.023 -6.932 0.414
C28 3.053 -4.246 0.267
C29 4.238 -3.526 0.179
C30 5.306 -3.891 0.982
C31 5.179 -4.948 1.872
C32 3.979 -5.635 1.973
C33 2.902 -5.279 1.174
C34 2.260 -3.473 -2.310
C35 3.252 -4.329 -2.772
C36 3.634 -4.274 -4.100
C37 3.027 -3.363 -4.959
C38 2.027 -2.532 -4.491
C39 1.625 -2.588 -3.160
H7 -2.792 -4.247 -4.489
H8 -4.837 -4.038 -5.866
H9 -6.810 -2.858 -4.977
H10 -6.742 -1.857 -2.714
H11 -4.696 -2.033 -1.348
H12 -1.200 -2.460 0.945
H13 -1.888 -3.272 2.987
H14 -3.690 -4.993 3.211
H15 -4.820 -5.828 1.160
H16 -4.166 -4.974 -1.029
H17 -0.344 -5.017 -4.645
H18 0.943 -6.236 -6.376
H19 2.514 -8.025 -5.715
H20 2.831 -8.583 -3.326
H21 1.577 -7.353 -1.598
H22 -2.449 -6.914 -2.677
H23 -3.798 -8.698 -1.631
H24 -3.392 -9.327 0.728
H25 -1.637 -8.189 2.034
H26 -0.262 -6.415 0.979
H27 4.322 -2.667 -0.474
H28 6.227 -3.329 0.924
H29 6.015 -5.224 2.501
H30 3.875 -6.445 2.683
H31 1.961 -5.802 1.259
H32 3.730 -5.035 -2.106
H33 4.413 -4.933 -4.459
H34 3.343 -3.302 -5.993
H35 1.560 -1.806 -5.142
H36 0.809 -1.947 -2.858
O2 3.433 -0.389 0.879
H37 2.667 -0.957 0.726
H38 3.232 0.448 0.429
C40 -4.636 2.038 -2.226
C41 -3.383 1.225 -2.041
C42 -2.362 1.266 -3.141
O3 -3.199 0.593 -1.021
H39 -5.158 1.724 -3.132
H40 -4.383 3.089 -2.370
H41 -5.273 1.927 -1.353
H42 -2.832 1.176 -4.121
H43 -1.614 0.488 -3.015
H44 -1.868 2.241 -3.119
C43 2.198 3.687 -1.621
N6 2.583 4.416 -0.431
C44 3.594 5.428 -0.666
C45 2.601 3.708 0.754
N7 2.459 2.434 0.769
N8 2.777 4.509 1.889
C46 2.997 3.836 3.147
C47 1.961 5.706 2.018
H45 1.383 3.005 -1.390
H46 3.023 3.091 -2.029
H47 1.870 4.400 -2.380
H48 4.436 5.014 -1.233
H49 3.972 5.815 0.276
H50 3.172 6.256 -1.243
H51 2.328 2.113 1.723
H52 3.752 3.058 3.036
H53 2.081 3.382 3.553
H54 3.359 4.563 3.875
H55 1.630 6.038 1.039
H56 2.532 6.508 2.493
H57 1.070 5.507 2.627
F1 1.037 0.988 -3.910
B1 1.416 0.659 -2.623
F2 2.744 0.333 -2.730

Here are the Mulliken charges for atoms 1 to 8, given in e:
1 Ba 1.584
2 N -0.371
3 C 0.293
4 O -0.633
5 C 0.589
6 C -1.466
7 H 0.230
8 H 0.221

# 2
Molecular formula: C47H58As3N4O3PTi
Method: DFT, the ωB97M-V functional and the def2-TZVPD basis

HOMO (alpha / beta) = -9.69 / -10.15 eV
HOMO-LUMO gap (alpha / beta) = 0.256 / 0.269 Eh
total charge = +1
spin multiplicity = 2
<S²> = 0.75

Positions of all 117 atoms, in Å:
Ti1 -0.840 0.105 -0.365
O1 -1.530 -1.103 0.831
C1 -2.541 -1.924 1.062
C2 -2.612 -2.619 2.272
C3 -3.625 -3.534 2.474
C4 -4.590 -3.774 1.492
C5 -4.540 -3.071 0.309
C6 -3.516 -2.143 0.074
C7 -3.530 -1.326 -1.109
N1 -2.632 -0.439 -1.370
N2 -2.961 0.400 -2.449
C8 -2.336 1.528 -2.283
O2 -1.537 1.761 -1.284
C9 -2.623 2.640 -3.215
C10 -2.975 2.397 -4.537
C11 -3.256 3.455 -5.386
C12 -3.207 4.759 -4.913
C13 -2.870 5.004 -3.589
C14 -2.569 3.948 -2.745
H1 -1.858 -2.426 3.026
H2 -3.671 -4.074 3.410
H3 -5.371 -4.497 1.666
H4 -5.290 -3.227 -0.453
H5 -4.376 -1.403 -1.792
H6 -3.039 1.376 -4.888
H7 -3.523 3.263 -6.416
H8 -3.439 5.583 -5.575
H9 -2.841 6.019 -3.216
H10 -2.291 4.125 -1.717
O3 -1.573 1.222 2.023
N3 -0.486 1.551 1.195
C15 -0.093 2.774 1.286
C16 1.028 3.442 0.614
C17 1.418 4.634 1.242
C18 2.486 5.375 0.775
C19 3.183 4.929 -0.339
C20 2.798 3.760 -0.968
C21 1.722 3.000 -0.516
P1 1.320 1.476 -1.459
C22 1.063 2.143 -3.132
C23 1.198 1.308 -4.245
C24 0.952 1.788 -5.522
C25 0.561 3.108 -5.705
C26 0.420 3.939 -4.608
C27 0.664 3.460 -3.330
C28 3.022 0.784 -1.444
C29 3.892 0.697 -2.523
C30 5.174 0.191 -2.351
C31 5.606 -0.217 -1.101
C32 4.750 -0.115 -0.012
C33 3.467 0.372 -0.186
H11 -1.815 2.029 2.526
H12 -0.600 3.415 2.015
H13 0.873 4.973 2.112
H14 2.771 6.288 1.273
H15 4.022 5.491 -0.719
H16 3.349 3.424 -1.838
H17 1.518 0.282 -4.115
H18 1.076 1.136 -6.375
H19 0.369 3.484 -6.699
H20 0.102 4.963 -4.741
H21 0.529 4.121 -2.483
H22 3.593 1.043 -3.502
H23 5.838 0.128 -3.200
H24 6.607 -0.603 -0.971
H25 5.084 -0.416 0.972
H26 2.800 0.448 0.675
C34 0.534 -0.712 4.962
As1 1.229 -0.348 3.165
C35 2.305 1.221 3.664
C36 2.735 -1.611 3.163
C37 2.488 -2.980 2.502
C38 3.662 -3.868 2.943
C39 2.546 -2.864 0.974
As2 1.162 -2.009 -0.184
C40 2.232 -2.385 -1.800
C41 -0.070 -3.514 -0.341
C42 1.153 -3.532 3.009
As3 0.372 -5.341 2.649
C43 1.002 -6.209 4.292
C44 1.576 -6.336 1.452
H27 0.025 -1.673 4.983
H28 -0.182 0.062 5.237
H29 1.349 -0.719 5.688
H30 2.959 0.991 4.505
H31 1.646 2.044 3.949
H32 2.912 1.547 2.819
H33 3.046 -1.751 4.203
H34 3.565 -1.113 2.652
H35 4.607 -3.352 2.776
H36 3.698 -4.805 2.397
H37 3.590 -4.093 4.007
H38 2.608 -3.867 0.536
H39 3.475 -2.355 0.699
H40 1.944 -3.360 -2.193
H41 3.290 -2.400 -1.538
H42 2.079 -1.629 -2.572
H43 0.485 -4.418 -0.602
H44 -0.791 -3.294 -1.133
H45 -0.615 -3.680 0.586
H46 0.357 -2.838 2.701
H47 1.174 -3.505 4.105
H48 0.521 -5.749 5.155
H49 2.083 -6.130 4.395
H50 0.723 -7.263 4.267
H51 1.599 -5.922 0.449
H52 1.137 -7.333 1.384
H53 2.586 -6.435 1.833
C45 0.062 -1.981 -5.876
C46 -1.059 -1.333 -5.065
C47 -0.671 -1.115 -3.681
N4 -0.339 -0.934 -2.597
H54 -0.296 -2.196 -6.878
H55 0.388 -2.913 -5.419
H56 0.921 -1.318 -5.954
H57 -1.961 -1.950 -5.062
H58 -1.335 -0.354 -5.467

Here are the Mulliken charges for atoms 1 to 8, given in e:
1 Ti -1.054
2 O 1.000
3 C -0.047
4 C -0.317
5 C -0.711
6 C -0.917
7 C -0.786
8 C 0.758

# 3
Molecular formula: C47H58N3O4P2Pb
Method: DFT, the ωB97M-V functional and the def2-TZVPD basis

HOMO (alpha / beta) = -16.07 / -16.08 eV
HOMO-LUMO gap (alpha / beta) = 0.195 / 0.182 Eh
total charge = +3

Positions of all 115 atoms, in Å:
Pb1 -0.200 0.099 0.237
O1 -3.617 -0.553 3.560
C1 -2.831 -0.411 2.527
O2 -1.629 -0.205 2.603
C2 -3.534 -0.519 1.220
C3 -4.913 -0.648 1.097
C4 -5.457 -0.735 -0.180
C5 -4.616 -0.692 -1.279
C6 -3.247 -0.544 -1.057
N1 -2.734 -0.458 0.155
C7 -2.254 -0.458 -2.251
O3 -2.652 -0.860 -3.319
O4 -1.114 0.014 -1.967
H1 -3.162 -0.485 4.419
H2 -5.530 -0.672 1.980
H3 -6.524 -0.830 -0.310
H4 -4.973 -0.763 -2.294
C8 4.036 -0.937 -1.779
C9 2.689 -0.723 -1.481
N2 2.281 -0.143 -0.367
C10 3.194 0.302 0.524
C11 4.583 0.178 0.277
C12 4.987 -0.475 -0.901
C13 5.527 0.725 1.195
C14 5.113 1.378 2.309
C15 3.728 1.486 2.615
C16 3.273 2.139 3.774
C17 1.927 2.161 4.051
C18 1.049 1.547 3.155
N3 1.441 0.982 2.032
C19 2.757 0.927 1.746
H5 4.305 -1.443 -2.692
H6 1.915 -1.035 -2.165
H7 6.041 -0.602 -1.104
H8 6.576 0.626 0.970
H9 5.825 1.816 2.991
H10 3.984 2.614 4.437
H11 1.550 2.642 4.939
H12 -0.009 1.516 3.359
C20 -2.247 5.054 -1.423
C21 -2.133 3.530 -1.491
C22 -3.273 2.914 -0.686
C23 -2.164 3.050 -2.934
P1 -0.489 3.022 -0.635
C24 -0.605 3.871 0.970
C25 -0.108 5.156 1.194
C26 -0.390 5.811 2.378
C27 -1.152 5.199 3.361
C28 -1.641 3.916 3.150
C29 -1.365 3.256 1.969
C30 1.087 3.500 -1.591
C31 1.311 2.424 -2.653
C32 0.990 4.867 -2.267
C33 2.235 3.496 -0.585
H13 -3.232 5.324 -1.806
H14 -1.512 5.561 -2.039
H15 -2.179 5.427 -0.404
H16 -4.219 3.147 -1.171
H17 -3.308 3.322 0.323
H18 -3.173 1.833 -0.640
H19 -3.161 3.214 -3.340
H20 -1.949 1.988 -3.018
H21 -1.470 3.600 -3.563
H22 0.472 5.673 0.447
H23 -0.022 6.814 2.525
H24 -1.363 5.716 4.282
H25 -2.235 3.436 3.913
H26 -1.731 2.249 1.803
H27 0.467 2.345 -3.333
H28 1.469 1.450 -2.197
H29 2.191 2.679 -3.241
H30 0.312 4.855 -3.115
H31 1.980 5.114 -2.652
H32 0.700 5.664 -1.587
H33 2.280 2.550 -0.053
H34 2.148 4.298 0.142
H35 3.176 3.633 -1.114
C34 -2.576 -3.877 -1.283
C35 -1.640 -4.474 -0.241
C36 -2.376 -4.625 1.083
C37 -1.120 -5.821 -0.743
P2 -0.077 -3.357 -0.028
C38 0.828 -3.517 -1.589
C39 1.993 -4.284 -1.729
C40 2.573 -4.439 -2.973
C41 2.033 -3.818 -4.092
C42 0.875 -3.060 -3.965
C43 0.284 -2.902 -2.727
C44 0.981 -3.729 1.521
C45 1.245 -5.225 1.684
C46 0.237 -3.185 2.741
C47 2.288 -2.954 1.381
H36 -3.470 -4.497 -1.342
H37 -2.134 -3.858 -2.276
H38 -2.892 -2.874 -1.011
H39 -3.297 -5.180 0.908
H40 -2.652 -3.660 1.506
H41 -1.803 -5.192 1.812
H42 -1.987 -6.452 -0.945
H43 -0.504 -6.339 -0.014
H44 -0.568 -5.723 -1.676
H45 2.430 -4.799 -0.889
H46 3.443 -5.073 -3.077
H47 2.514 -3.919 -5.052
H48 0.429 -2.590 -4.829
H49 -0.583 -2.269 -2.640
H50 0.357 -5.770 1.993
H51 1.987 -5.355 2.472
H52 1.642 -5.690 0.786
H53 -0.644 -3.768 2.987
H54 -0.054 -2.144 2.596
H55 0.901 -3.228 3.603
H56 2.867 -3.243 0.508
H57 2.901 -3.138 2.261
H58 2.087 -1.887 1.335

Here are the Mulliken charges for atoms 1 to 8, given in e:
1 Pb 3.918
2 O -0.474
3 C 0.116
4 O -0.365
5 C -0.404
6 C -0.544
7 C -1.417
8 C -1.238

It is found that the F_max values, taken in the order of the records, are 2.36; 1.99; 1.83 eV Å⁻¹.